Version w
DFT (wB97M-V/def2-TZVPD) results for a structure of composition C2H8N4S.

Geometry as XYZ:
```
15
Properties=species:S:1:pos:R:3
C -0.0183 -0.1281 0.0686
C 1.3261 -0.5631 0.7402
H 0.3806 1.9652 1.0196
H 1.3154 1.9636 -0.3834
H -1.5190 1.2996 -0.2660
H 1.3682 -1.4456 1.3411
H 1.4961 0.4150 1.4344
H 1.3361 -1.1025 -1.4665
H -2.7937 -1.9240 -0.2295
H -2.3884 -1.0079 -1.2395
N 0.4374 2.1952 -0.0228
N -0.4193 1.1353 -0.5486
N -0.8772 -1.0740 0.2279
N -2.2841 -1.0008 -0.2413
S 2.6401 -0.7278 -0.4342
```

Computed properties:
- HOMO: -8.7675 eV

Version x
DFT (wB97M-V/def2-TZVPD) results for the molecule C2H8N4S.

Geometry as XYZ:
```
15
Properties=species:S:1:pos:R:3
C -2.2433 -0.7435 -0.4380
C 0.9100 0.8943 -0.0554
H -2.1135 -0.6140 -1.4932
H -2.4943 -1.8061 -0.1936
H -3.1233 -0.1834 -0.1109
H -1.2987 -0.3872 1.3596
H -0.9367 1.6528 0.2778
H 2.4360 2.0339 -0.2242
H 0.8647 -1.1734 -0.0757
H 3.5127 -1.1156 0.9981
N -1.0798 -0.3828 0.3397
N -0.5050 0.8424 -0.0840
N 1.4180 2.0391 -0.1640
N 1.4976 -0.3878 0.0811
S 3.1556 -0.6685 -0.2171
```

Computed properties:
- SMILES string: [H]/N=C(\NS)NNC
- HOMO: -8.9672 eV

Which of them is the most stable? Correct choice: version x.

Version w
DFT (wB97M-V/def2-TZVPD) results for the molecule C11H20N2O3.

Geometry as XYZ:
```
36
Properties=species:S:1:pos:R:3
C -2.0995 -1.4589 0.6231
C -0.7849 -1.7853 -0.0264
C -3.2217 -1.0563 -0.3276
C -2.8809 0.2638 -0.8953
C -2.2827 0.8762 0.3750
C 1.3924 -0.8568 -0.5548
C 2.5927 -1.6155 -0.0402
C 1.8920 0.6126 -0.7847
C 0.8199 1.4232 -1.6912
C 2.4203 1.4745 0.3805
C 1.6020 1.7451 1.6732
H -2.3510 -0.0664 2.0925
H -2.3377 -2.3833 1.2199
H -3.2521 -1.8193 -1.0726
H -4.0887 -1.0591 0.2862
H -3.7127 0.7604 -1.3534
H -2.1051 0.2941 -1.6924
H -3.0419 1.4202 0.9984
H -1.4457 1.5759 0.0861
H -0.1849 -0.1982 0.8542
H 1.1074 -1.0765 -1.5354
H 2.8241 0.5185 -1.4915
H 0.8570 1.0271 -2.7745
H -0.2428 1.2253 -1.3646
H 1.0587 2.4680 -1.7367
H 2.7327 2.4445 -0.0617
H 3.4490 1.0156 0.6248
H 1.4562 0.8041 2.0926
H 2.1120 2.3392 2.4487
H 0.6017 2.1999 1.3888
H 3.1330 -3.1774 0.9105
N -1.8003 -0.1487 1.2556
N 0.1990 -0.9369 0.2324
O -0.4790 -2.8382 -0.5105
O 3.6803 -1.4209 -0.4968
O 2.3813 -2.5904 0.8680
```

Computed properties:
- SMILES string: CC[C@H](C)[C@H](NC(=O)[C@@H]1CCCN1)C(=O)O
- HOMO: -9.0294 eV

Version x
DFT (wB97M-V/def2-TZVPD) results for the molecule C11H20N2O3.

Geometry as XYZ:
```
36
Properties=species:S:1:pos:R:3
C 1.0300 -0.6961 0.7485
C -0.3433 -0.1425 1.1080
C 2.0738 0.3126 0.1260
C 1.9783 1.6159 0.8799
C 3.4554 -0.2151 -0.0307
C 4.2268 0.4736 -1.1474
C -1.9763 0.4597 -0.7750
C -2.1958 1.8564 -0.2004
C -3.2460 -0.2958 -1.1796
C -3.4224 -1.6282 -0.3940
C -2.4766 -1.4970 0.8294
H 0.6029 -2.5795 0.2998
H 0.2480 -1.5322 -0.7942
H 1.4374 -1.1519 1.7634
H 1.7242 0.5760 -0.9294
H 1.2049 2.2028 0.5420
H 2.8661 2.1936 0.7388
H 1.7026 1.4048 2.1230
H 3.2501 -1.2546 -0.4126
H 4.0738 -0.1846 0.8523
H 4.3930 1.5152 -0.7245
H 3.7406 0.7026 -2.1057
H 5.1358 -0.0970 -1.3235
H -1.3725 0.5233 -1.6822
H -3.1505 -0.7073 -2.2702
H -4.1174 0.3508 -1.1164
H -4.3761 -1.9804 -0.3705
H -2.7481 -2.2893 -0.9789
H -1.8609 -2.3737 1.0532
H -3.1167 -1.2999 1.7113
H -2.9900 2.7496 1.1853
N 0.9515 -1.7694 -0.1333
N -1.5105 -0.4239 0.3138
O -0.3551 0.5035 2.1450
O -1.9133 2.8920 -0.8117
O -2.9240 1.7859 0.9605
```

Computed properties:
- SMILES string: CC[C@H](C)[C@H](N)C(=O)N1CCC[C@H]1C(=O)O
- HOMO: -9.0301 eV

Which of them is the most stable? Correct choice: version w.

Version w
DFT (wB97M-V/def2-TZVPD) results for the molecule C10H9NO.

Geometry as XYZ:
```
21
Properties=species:S:1:pos:R:3
C 2.8740 0.4008 0.0200
C 1.5361 0.2705 0.1626
C 0.7503 -1.0109 0.2211
C -0.7588 -0.5293 0.0730
C -1.8158 -1.3257 -0.0642
C -3.0544 -0.6774 0.0150
C -3.1757 0.6931 0.0252
C -2.0908 1.5672 -0.0555
C -0.8524 0.8889 -0.0435
C 0.6324 1.3740 -0.0221
H 4.7325 -0.3995 -0.3789
H 3.4487 -1.4626 -0.1176
H 3.2343 1.4049 0.1137
H 0.9699 -1.7792 -0.6057
H 0.8284 -1.6722 1.0951
H -1.7091 -2.3601 -0.2322
H -4.0163 -1.2360 0.1071
H -4.1429 1.1885 -0.0496
H -2.1799 2.6340 -0.2464
N 3.8267 -0.5460 -0.1233
O 0.9631 2.5769 0.1062
```

Computed properties:
- SMILES string: N/C=C1\Cc2ccccc2C1=O
- HOMO: -8.3893 eV

Version x
DFT (wB97M-V/def2-TZVPD) results for the molecule C10H9NO.

Geometry as XYZ:
```
21
Properties=species:S:1:pos:R:3
C 1.2358 3.0010 0.6770
C 1.0730 1.4150 0.1923
C 2.0769 0.6046 0.6313
C 1.9776 -0.7755 0.7680
C 0.7247 -1.4167 0.5808
C -0.1844 -0.7645 -0.2304
C -2.3648 -0.8215 -1.1695
C -2.3733 0.5794 -1.3459
C -1.2907 1.2394 -0.7173
C -0.0632 0.7170 -0.2779
H 1.9683 3.4831 1.5075
H 1.2016 3.8714 -0.2418
H 0.1589 3.1680 1.3710
H 3.1198 0.7878 0.9472
H 2.7910 -1.3037 1.1337
H -0.5213 -2.9532 0.9267
H -2.9534 -1.5819 -1.6745
H -3.3709 0.9314 -1.7700
H -1.4728 2.2652 -1.1605
N -1.3761 -1.3631 -0.4461
O 0.4800 -2.7245 0.9291
```

Computed properties:
- SMILES string: Cc1ccc(O)c2ncccc12
- HOMO: -8.0358 eV

Version y
DFT (wB97M-V/def2-TZVPD) results for the molecule C10H9NO.

Geometry as XYZ:
```
21
Properties=species:S:1:pos:R:3
C -2.3383 1.6639 0.3795
C 2.5178 0.6429 0.1909
C 1.7857 1.2673 -0.8621
C 1.7958 -0.0353 1.1729
C 0.4167 1.2855 -1.0103
C 0.4752 -0.1584 0.8975
C -0.2488 0.6124 -0.0142
C -1.6906 0.5530 0.2007
C -2.3936 -0.7923 0.0836
C -1.5042 -1.9879 -0.4285
N -3.0570 2.6139 0.5054
O -3.5700 -0.8697 0.1876
H 3.6013 0.8638 0.2135
H 2.4227 1.9032 -1.4960
H 2.2992 -0.5317 1.9068
H -0.0983 1.9350 -1.6544
H -0.1174 -0.7347 1.4759
H -0.5425 -1.6550 -0.9267
H -1.9692 -2.6051 -1.0939
H -1.2562 -2.6219 0.4303
H -3.3187 3.2298 1.2326
```

Computed properties:
- SMILES string: CC(=O)C(=C=N)c1ccccc1
- HOMO: -8.3828 eV

Which of them is the most stable? Correct choice: version w.

Version w
DFT (wB97M-V/def2-TZVPD) results for the molecule C21H23NO6.

Geometry as XYZ:
```
51
Properties=species:S:1:pos:R:3
C -4.6931 -0.9965 -0.9395
H -5.4702 -0.3964 -1.4102
O -3.8443 -0.0799 -0.2926
C -2.7990 -0.5695 0.4443
C -2.4438 -1.9089 0.5332
C -1.3586 -2.2974 1.3008
C -0.6091 -1.3537 1.9914
C -0.9696 -0.0078 1.9051
C -2.0465 0.3794 1.1380
H -2.3261 1.4187 1.0635
H -0.3861 0.7367 2.4260
N 0.5056 -1.6903 2.7684
C 1.2644 -2.8170 2.6771
O 0.9688 -3.7914 2.0207
C 2.5390 -2.7623 3.5086
H 3.0291 -3.7295 3.3846
H 2.2725 -2.6473 4.5617
C 3.5006 -1.6424 3.0909
H 3.1547 -0.6726 3.4567
H 4.4713 -1.8382 3.5487
C 3.6529 -1.5468 1.5704
C 2.5896 -0.6552 0.9712
O 2.1329 0.3224 1.5100
O 2.1979 -1.0916 -0.2266
C 1.2943 -0.2468 -0.9181
C 2.0051 1.0427 -1.3393
O 3.1942 1.1634 -1.1648
C 1.1719 2.0978 -1.9528
C -0.1858 1.9272 -2.2338
C -0.9022 2.9591 -2.8273
C -0.2585 4.1655 -3.1256
C 1.0802 4.3323 -2.8412
C 1.7996 3.3031 -2.2613
H 2.8488 3.4104 -2.0347
H 1.5658 5.2673 -3.0755
H -0.8393 4.9514 -3.5820
O -2.2144 2.9018 -3.1630
C -2.9325 1.7129 -2.9203
H -3.9363 1.8985 -3.2988
H -2.4956 0.8660 -3.4593
H -2.9872 1.4821 -1.8531
H -0.6741 0.9982 -1.9913
H 0.9673 -0.8099 -1.7938
H 0.4412 -0.0072 -0.2732
H 4.6100 -1.0845 1.3169
H 3.6086 -2.5262 1.0950
H 0.9074 -0.9069 3.2661
H -1.0860 -3.3375 1.3540
H -3.0033 -2.6686 0.0114
H -4.1609 -1.5651 -1.7093
H -5.1515 -1.6893 -0.2275
```

Computed properties:
- SMILES string: COc1ccc(NC(=O)CCCC(=O)OCC(=O)c2cccc(OC)c2)cc1
- HOMO: -8.1507 eV

Version x
DFT (wB97M-V/def2-TZVPD) results for the molecule C21H23NO6.

Geometry as XYZ:
```
51
Properties=species:S:1:pos:R:3
C -6.9040 -0.9539 -0.3089
H -6.6770 -1.4199 0.6561
O -5.8596 -1.1134 -1.2372
C -4.7002 -0.3736 -0.9607
C -3.8689 -0.9402 0.2030
H -3.5148 -1.9419 -0.0602
H -4.4539 -0.9763 1.1244
O -2.7652 -0.0960 0.4981
C -1.6799 -0.2251 -0.3053
O -1.6549 -1.0077 -1.2266
C -0.5603 0.6487 0.0438
C -0.5768 1.6169 0.9875
N 0.5361 2.4119 1.1627
C 1.5906 2.4230 0.2825
C 1.6775 1.4940 -0.6912
C 2.7225 1.5305 -1.7069
O 2.7758 0.7348 -2.6231
C 3.7312 2.6610 -1.5804
C 3.9318 3.0918 -0.1349
C 2.5933 3.5216 0.4559
H 2.7005 3.7641 1.5166
H 2.2371 4.4216 -0.0575
H 4.6489 3.9128 -0.0798
H 4.3281 2.2529 0.4410
H 4.6690 2.3376 -2.0335
H 3.3519 3.5012 -2.1705
C 0.6975 0.3465 -0.7508
C 1.3491 -0.9115 -0.2095
C 1.8312 -0.9339 1.0910
C 2.4375 -2.0635 1.6343
C 2.5389 -3.1656 0.8222
C 2.0550 -3.1510 -0.4863
C 1.4579 -2.0388 -1.0248
H 1.0851 -2.0349 -2.0340
O 2.2823 -4.3732 -1.0651
C 2.9288 -5.1528 -0.0858
O 3.0823 -4.3961 1.0961
H 3.9205 -5.4629 -0.4548
H 2.3272 -6.0513 0.1286
H 2.8116 -2.0775 2.6445
H 1.7368 -0.0520 1.7064
H 0.4277 0.1567 -1.7942
H 0.4917 3.1424 1.8579
C -1.7233 1.9474 1.8878
H -2.6074 2.1913 1.3039
H -1.9746 1.0903 2.5079
H -1.4812 2.7913 2.5317
H -4.9515 0.6765 -0.7402
H -4.0987 -0.4147 -1.8719
H -7.1310 0.1070 -0.1467
H -7.7723 -1.4458 -0.7432
```

Computed properties:
- SMILES string: COCCOC(=O)C1=C(C)NC2=C(C(=O)CCC2)[C@H]1c1ccc2c(c1)OCO2
- HOMO: -7.6725 eV

Which of them is the most stable? Correct choice: version w.